Entry 1:
Molecular formula: C40H40N2O2P2PdSiTe
Method: DFT, ωB97M-V/def2-TZVPD

XYZ file:
```
89
Properties=species:S:1:pos:R:3:lowdin_charge:R:1
Pd 0.372 -0.119 0.045 0.529
Te -2.263 2.713 3.028 1.255
C -1.300 4.260 4.111 -0.559
C -1.864 5.527 4.184 -0.137
C -1.192 6.520 4.884 -0.157
N -0.020 6.338 5.488 0.054
C 0.509 5.118 5.416 -0.149
C -0.088 4.054 4.757 -0.131
C -0.717 1.997 1.831 -1.035
P 0.223 0.584 2.209 0.816
C 1.631 0.966 3.315 -0.362
C 2.101 0.072 4.274 -0.099
C 3.241 0.366 5.010 -0.079
C 3.929 1.551 4.790 -0.082
C 3.467 2.449 3.836 -0.077
C 2.322 2.158 3.110 -0.120
C -0.697 -0.613 3.246 -0.380
C -1.163 -0.275 4.519 -0.138
C -1.914 -1.177 5.258 -0.077
C -2.202 -2.435 4.744 -0.088
C -1.721 -2.794 3.492 -0.084
C -0.968 -1.888 2.755 -0.118
P -0.988 2.579 0.133 0.889
C -0.471 4.350 0.123 -0.389
C -0.692 5.067 -1.053 -0.112
C -0.299 6.393 -1.159 -0.094
C 0.298 7.030 -0.078 -0.094
C 0.504 6.332 1.104 -0.071
C 0.126 4.999 1.198 -0.111
C 0.496 1.960 -0.823 -0.443
C 0.232 1.206 -1.947 -0.181
C 1.177 0.827 -3.004 -0.113
C 2.462 1.175 -3.094 -0.069
C 3.185 2.066 -2.138 -0.174
C 1.836 2.605 -0.548 -0.237
H -2.795 5.756 3.683 0.091
H -1.613 7.518 4.947 0.102
H 1.464 4.979 5.913 0.103
H 0.404 3.090 4.738 0.080
H 1.587 -0.867 4.442 0.107
H 3.595 -0.336 5.754 0.105
H 4.819 1.776 5.363 0.103
H 3.995 3.376 3.656 0.109
H 1.951 2.865 2.380 0.084
H -0.938 0.697 4.937 0.075
H -2.272 -0.896 6.241 0.107
H -2.787 -3.137 5.324 0.103
H -1.920 -3.779 3.089 0.108
H -0.572 -2.178 1.789 0.085
H -1.178 4.578 -1.892 0.102
H -0.471 6.935 -2.081 0.100
H 0.593 8.069 -0.155 0.099
H 0.960 6.822 1.956 0.105
H 0.291 4.452 2.118 0.062
H -0.809 0.972 -2.148 0.084
H 0.768 0.179 -3.772 0.108
H 3.036 0.786 -3.929 0.111
H 4.208 2.242 -2.463 0.146
H 1.786 3.210 0.351 0.109
C 2.803 -1.503 -1.286 -0.189
Si 2.656 -0.113 -0.024 0.610
C 3.716 -0.658 1.414 -0.201
C 3.071 1.653 -0.611 -0.333
C 2.362 3.351 -1.809 -0.178
C 3.155 4.572 -1.476 -0.038
C 4.171 4.616 -0.614 -0.086
C 4.706 3.476 0.133 -0.083
C 4.251 2.219 0.145 -0.078
H 3.679 -1.318 -1.918 0.042
H 1.945 -1.600 -1.950 0.018
H 2.953 -2.448 -0.761 0.029
H 4.691 -0.960 1.015 0.047
H 3.265 -1.537 1.879 0.041
H 3.878 0.092 2.185 0.006
H 1.594 3.582 -2.546 0.142
H 2.841 5.494 -1.952 0.106
H 4.654 5.570 -0.439 0.097
H 5.578 3.685 0.744 0.099
H 4.811 1.524 0.763 0.085
N -4.207 -0.829 1.855 0.038
C -3.282 -0.266 0.877 -0.180
C -2.614 -1.375 0.089 -0.532
O -3.185 -2.558 0.206 0.125
O -1.627 -1.202 -0.599 0.007
H -5.064 -0.297 1.913 0.089
H -3.787 -0.854 2.777 0.071
H -3.924 -2.409 0.846 0.105
H -2.487 0.348 1.309 0.031
H -3.798 0.370 0.155 0.139
```

Properties
Electronic energy, eV: -86431.2507
E_LUMO, eV: -0.02
HOMO-LUMO gap, eV: 6.8

=====

Entry 2:
Molecular formula: C20H38N2O10
Method: DFT, ωB97M-V/def2-TZVPD

XYZ file:
```
70
Properties=species:S:1:pos:R:3:lowdin_charge:R:1
O 2.813 -1.587 2.101 0.100
N 2.235 -0.660 2.519 0.021
O 2.370 0.457 1.678 -0.039
C 1.383 0.507 0.690 -0.158
C 1.494 1.303 -0.400 0.090
C 0.356 1.257 -1.474 -0.323
O 0.038 2.223 -2.121 0.080
C -0.298 -0.152 -1.663 0.065
C -0.427 -0.956 -0.571 -0.116
C -1.027 -2.382 -0.722 -0.125
C -2.368 -2.612 0.087 -0.173
C -3.676 -2.570 -0.782 -0.164
C -4.170 -1.135 -1.159 -0.149
N -4.291 -0.199 -0.030 -0.147
C -4.234 1.129 -0.399 -0.109
C -4.318 1.957 0.785 -0.068
C -4.458 0.962 1.875 -0.097
C -4.458 -0.380 1.334 -0.088
C 0.071 -0.356 0.774 -0.244
O -0.545 -0.525 1.794 0.135
H 2.396 1.945 -0.514 0.133
H -0.644 -0.522 -2.651 0.112
H -1.095 -2.646 -1.804 0.108
H -0.273 -3.087 -0.282 0.104
H -2.301 -3.658 0.505 0.113
H -2.364 -1.934 0.971 0.085
H -3.430 -3.081 -1.757 0.089
H -4.467 -3.222 -0.318 0.113
H -3.556 -0.688 -1.986 0.093
H -5.205 -1.257 -1.597 0.132
H -4.135 1.536 -1.423 0.118
H -4.273 3.057 0.878 0.070
H -4.538 1.209 2.953 0.081
H -4.536 -1.369 1.817 0.115
C 5.153 1.393 3.280 -0.176
O 6.177 2.374 3.378 -0.122
H 4.186 1.888 3.345 0.074
H 5.229 0.874 2.321 0.072
H 5.247 0.676 4.101 0.074
H 7.022 1.915 3.318 0.073
C -1.902 5.407 -0.258 -0.156
O -2.369 4.738 0.906 -0.136
H -1.230 4.741 -0.798 0.068
H -2.747 5.667 -0.901 0.078
H -1.361 6.312 0.029 0.071
H -2.960 5.344 1.366 0.076
C 5.116 -3.695 3.307 -0.166
O 5.182 -4.476 4.494 -0.125
H 5.663 -4.210 2.520 0.080
H 4.075 -3.572 3.002 0.053
H 5.571 -2.716 3.482 0.073
H 4.693 -4.003 5.175 0.074
C 2.021 5.562 0.081 -0.159
O 2.853 4.902 -0.867 -0.134
H 2.653 6.034 0.832 0.080
H 1.423 6.326 -0.422 0.072
H 1.366 4.834 0.566 0.073
H 2.273 4.493 -1.519 0.064
C 2.374 -3.659 -2.566 -0.133
O 1.577 -3.029 -1.569 -0.146
H 2.053 -3.301 -3.544 0.079
H 3.426 -3.405 -2.418 0.079
H 2.243 -4.743 -2.518 0.079
H 1.878 -3.359 -0.715 0.079
C -2.496 -2.351 -4.444 -0.137
O -2.744 -1.081 -3.845 -0.155
H -2.865 -3.128 -3.778 0.065
H -3.019 -2.419 -5.400 0.082
H -1.422 -2.487 -4.597 0.078
H -2.410 -0.411 -4.453 0.091
```

Properties
Electronic energy, eV: -44802.0739
E_LUMO, eV: -0.94
HOMO-LUMO gap, eV: 6.7

=====

Entry 3:
Molecular formula: C5H6N
Method: DFT, ωB97M-V/def2-TZVPD

XYZ file:
```
12
Properties=species:S:1:pos:R:3:lowdin_charge:R:1
C 2.388 -0.539 -0.183 0.222
C -1.541 -1.973 -0.358 0.210
C 1.256 -0.355 0.203 -0.146
C -0.874 -1.041 0.043 -0.132
C -0.608 1.890 -0.082 0.393
N -0.021 -0.147 0.729 0.030
H 3.230 -0.840 -0.722 0.052
H -1.848 -2.796 -0.880 0.033
H -0.918 2.387 0.891 0.121
H 0.367 1.671 -0.465 0.046
H -1.233 1.863 -0.859 0.025
H -0.198 -0.120 1.684 0.144
```

Properties
Energy above the lowest of the compared OMol25 structures with the same formula, charge and spin, kJ/mol: 789.8
Net charge: +1
Electronic energy, eV: -6756.9920
E_LUMO (alpha / beta), eV: -6.91 / -6.91
HOMO-LUMO gap (alpha / beta), eV: 7.6 / 7.6

=====

Entry 4:
Molecular formula: C44H70F3N7O13
Method: DFT, ωB97M-V/def2-TZVPD

XYZ file:
```
137
Properties=species:S:1:pos:R:3:lowdin_charge:R:1
C -0.008 2.216 4.416 -0.111
O 0.300 2.588 3.046 -0.223
C 0.304 1.409 2.178 -0.144
C -0.986 0.472 2.395 -0.012
C -2.450 0.921 2.066 -0.111
O -2.614 2.242 1.562 -0.023
C -3.709 0.034 2.227 -0.096
C -5.203 0.474 1.848 -0.157
C -5.392 0.584 0.229 -0.163
C -5.014 -0.779 -0.527 -0.152
C -4.535 -0.603 -2.051 -0.181
O -4.020 0.715 -2.377 -0.072
C -2.601 0.727 -2.478 -0.369
C -1.804 1.866 -1.639 0.007
O -1.905 -0.035 -3.189 0.038
C -3.503 -1.408 2.761 0.044
C -2.073 -1.897 3.097 -0.035
C -0.816 -0.974 2.920 0.006
C 0.591 -1.660 3.279 -0.246
O 1.521 -1.099 3.906 0.043
C 0.728 -3.199 2.801 -0.020
C 2.012 -3.790 2.159 0.042
C 1.978 -5.292 1.718 0.039
C 0.728 -6.209 1.903 -0.042
C 0.652 -7.731 1.448 -0.369
F 1.349 -8.635 2.274 0.084
F 1.203 -7.785 0.114 0.026
F -0.732 -8.058 1.298 0.049
C -0.558 -5.605 2.547 0.070
C -0.536 -4.123 2.978 -0.026
C -1.843 -3.411 3.608 -0.264
O -2.634 -3.985 4.392 0.041
H 0.541 2.962 5.106 0.098
H 0.359 1.158 4.679 0.092
H -1.143 2.346 4.595 0.101
H 0.271 1.840 1.104 0.124
H 1.295 0.824 2.288 0.131
H -3.394 2.648 2.015 0.083
H -5.338 1.559 2.227 0.106
H -5.922 -0.264 2.332 0.112
H -6.531 0.728 0.085 0.122
H -4.787 1.497 -0.085 0.105
H -4.243 -1.431 0.004 0.105
H -5.987 -1.407 -0.565 0.121
H -3.763 -1.442 -2.249 0.126
H -5.412 -0.845 -2.766 0.132
H -0.890 2.162 -2.259 0.065
H -2.483 2.792 -1.578 0.099
H -1.473 1.506 -0.611 0.075
H -4.405 -2.111 2.890 0.122
H 2.934 -3.123 1.989 0.120
H 2.924 -5.712 1.213 0.060
H -1.533 -6.182 2.699 0.122
C 4.238 -5.991 -0.585 -0.340
O 4.561 -5.016 0.071 0.003
N 4.778 -6.351 -1.780 -0.190
C 4.338 -7.529 -2.500 -0.055
C 5.830 -5.529 -2.353 -0.043
H 3.450 -6.682 -0.242 0.107
H 5.187 -8.205 -2.631 0.087
H 3.959 -7.227 -3.480 0.090
H 3.547 -8.048 -1.956 0.082
H 6.668 -5.488 -1.660 0.055
H 5.449 -4.515 -2.502 0.100
H 6.162 -5.940 -3.307 0.093
C -2.579 -4.471 -4.644 -0.348
O -3.156 -4.407 -3.574 0.007
N -2.492 -3.459 -5.554 -0.202
C -1.788 -3.609 -6.810 -0.068
C -3.127 -2.189 -5.252 -0.044
H -2.065 -5.389 -4.970 0.127
H -0.982 -2.872 -6.858 0.089
H -2.486 -3.440 -7.634 0.086
H -1.362 -4.610 -6.902 0.081
H -2.701 -1.787 -4.330 0.057
H -4.198 -2.353 -5.102 0.092
H -2.975 -1.480 -6.067 0.092
C 0.770 4.095 -1.976 -0.314
O 0.497 3.087 -1.346 -0.030
N 2.020 4.458 -2.376 -0.193
C 2.269 5.676 -3.125 -0.069
C 3.139 3.600 -2.041 -0.041
H -0.007 4.814 -2.281 0.139
H 2.723 5.418 -4.083 0.078
H 2.952 6.310 -2.556 0.087
H 1.341 6.221 -3.306 0.090
H 2.974 2.611 -2.474 0.095
H 3.201 3.500 -0.954 0.094
H 4.070 4.018 -2.425 0.084
C -3.882 5.357 3.435 -0.325
O -4.014 4.172 3.689 -0.001
N -4.868 6.177 2.976 -0.201
C -4.636 7.579 2.695 -0.061
C -6.193 5.627 2.760 -0.037
H -2.916 5.871 3.565 0.137
H -5.298 8.182 3.322 0.089
H -4.855 7.773 1.642 0.090
H -3.600 7.854 2.902 0.085
H -6.571 5.222 3.701 0.093
H -6.130 4.815 2.031 0.094
H -6.872 6.397 2.393 0.088
C 4.717 7.471 -4.652 -0.340
O 3.597 7.274 -5.086 -0.004
N 5.237 8.691 -4.336 -0.203
C 6.583 8.846 -3.822 -0.062
C 4.415 9.871 -4.519 -0.044
H 5.422 6.642 -4.476 0.135
H 6.537 9.315 -2.836 0.090
H 7.153 9.485 -4.502 0.090
H 7.083 7.880 -3.736 0.084
H 3.511 9.776 -3.912 0.093
H 4.124 9.945 -5.570 0.094
H 4.962 10.768 -4.226 0.087
C 9.381 -4.579 -1.018 -0.321
O 8.493 -4.473 -1.844 0.000
N 10.019 -5.739 -0.691 -0.202
C 11.070 -5.787 0.306 -0.062
C 9.634 -6.965 -1.363 -0.042
H 9.749 -3.709 -0.450 0.134
H 11.987 -6.155 -0.160 0.089
H 10.770 -6.467 1.108 0.090
H 11.255 -4.798 0.727 0.084
H 9.785 -6.846 -2.439 0.095
H 8.574 -7.157 -1.178 0.087
H 10.228 -7.804 -1.000 0.088
C -8.197 1.642 4.665 -0.342
O -7.763 1.945 3.570 0.001
N -7.439 1.271 5.736 -0.201
C -8.027 0.923 7.013 -0.064
C -5.995 1.224 5.590 -0.030
H -9.278 1.645 4.881 0.129
H -7.643 1.601 7.780 0.089
H -7.750 -0.104 7.265 0.090
H -9.114 1.002 6.978 0.082
H -5.631 2.215 5.308 0.089
H -5.738 0.518 4.797 0.079
H -5.526 0.913 6.524 0.091
```

Properties
Electronic energy, eV: -91953.4854
E_LUMO, eV: -0.63
HOMO-LUMO gap, eV: 7.4

=====

Entry 5:
Molecular formula: CH5N2O3
Method: DFT, ωB97M-V/def2-TZVPD

XYZ file:
```
11
Properties=species:S:1:pos:R:3:lowdin_charge:R:1
C -0.090 0.325 -0.821 -0.136
N 0.825 -0.551 -0.834 0.242
N -0.643 1.292 -1.434 0.231
O 0.568 -0.910 2.212 0.023
O -1.034 0.216 1.079 0.014
O -0.710 -0.927 1.576 -0.127
H 1.518 -0.645 -1.578 0.170
H 0.935 -1.180 -0.035 0.133
H -0.354 1.639 -2.350 0.165
H -1.420 1.767 -0.980 0.157
H 0.405 -1.025 3.163 0.128
```

Properties
Energy above the lowest of the compared OMol25 structures with the same formula, charge and spin, kJ/mol: 186.2
Net charge: +1
Electronic energy, eV: -10226.3264
E_LUMO (alpha / beta), eV: -5.57 / -5.66
HOMO-LUMO gap (alpha / beta), eV: 9.2 / 9.6

=====

Entry 6:
Molecular formula: C10H14IOP
Method: DFT, ωB97M-V/def2-TZVPD

XYZ file:
```
27
Properties=species:S:1:pos:R:3:lowdin_charge:R:1
C 2.242 -0.241 0.083 -0.036
C 1.020 -0.745 -0.361 -0.084
C 1.105 1.867 0.351 -0.004
C 2.316 1.113 0.414 -0.280
C -0.085 1.341 -0.084 -0.187
C -0.139 0.015 -0.434 -0.283
C 3.559 1.820 0.791 -0.081
C -1.299 2.299 -0.047 -0.014
C -2.243 -2.523 -1.525 -0.182
C -1.947 -1.621 -0.327 -0.999
O -1.351 -0.483 -0.896 -0.170
P -0.985 -2.491 0.971 0.833
I -4.111 -0.860 0.390 0.520
H 3.002 -0.963 0.082 0.095
H 1.065 -1.834 -0.745 0.127
H 1.102 2.959 0.565 0.134
H 3.658 2.121 1.900 0.103
H 4.556 1.261 0.619 0.102
H 3.481 2.754 0.182 0.084
H -1.960 2.037 -0.879 0.075
H -1.924 2.036 0.871 0.107
H -1.132 3.275 -0.230 0.029
H -1.320 -2.836 -1.936 0.056
H -2.883 -2.098 -2.359 0.106
H -2.697 -3.443 -1.182 0.062
H -2.278 -3.078 1.657 -0.032
H -0.754 -1.682 2.127 -0.079
```

Properties
Energy above the lowest of the compared OMol25 structures with the same formula, charge and spin, kJ/mol: 250.7
Electronic energy, eV: -30031.6830
E_LUMO, eV: -0.19
HOMO-LUMO gap, eV: 8.5